ORCA calculation (the ωB97M-V functional and the def2-TZVPD basis) on C24H32BaN8O2S3Se2 as an isolated structure in a non-equilibrium geometry.

```
! RIJCOSX wB97M-V def2-TZVPD def2/J DEFGRID3
* xyz 0 1
Ba -0.325 -0.085 -1.109
C -6.314 -2.031 -0.878
C -5.811 -0.639 -0.862
N -6.472 0.423 -0.507
N -5.571 1.444 -0.671
C -4.373 1.052 -1.125
S -3.015 1.942 -1.537
N -4.531 -0.316 -1.223
N -3.604 -1.269 -1.665
H -7.396 -2.015 -0.768
H -5.882 -2.607 -0.062
H -6.036 -2.521 -1.807
H -5.835 2.396 -0.477
H -3.111 -0.874 -2.470
H -2.949 -1.466 -0.905
C -0.171 -3.474 -4.346
Se -1.274 -3.205 -2.786
C -0.814 -4.786 -1.766
C 0.688 -5.005 -1.605
Se 1.580 -3.562 -0.710
C 0.839 -3.854 1.058
H -0.292 -4.487 -4.730
H 0.877 -3.261 -4.143
H -0.521 -2.762 -5.089
H -1.271 -5.671 -2.214
H -1.300 -4.617 -0.804
H 1.189 -5.073 -2.573
H 0.900 -5.939 -1.078
H 1.035 -4.877 1.374
H -0.222 -3.624 1.082
H 1.359 -3.172 1.730
C -2.491 -1.470 2.374
C -1.813 -0.944 1.145
O -1.519 0.273 1.066
O -1.567 -1.781 0.201
H -2.458 -0.746 3.182
H -2.036 -2.411 2.678
H -3.534 -1.683 2.134
S 1.040 2.616 5.535
C 1.149 2.095 3.840
C 1.852 0.954 3.482
C 1.911 0.606 2.145
N 1.314 1.295 1.172
C 0.624 2.374 1.533
C 0.517 2.817 2.841
C 2.613 3.417 5.733
C 3.675 2.752 6.326
C 4.886 3.414 6.459
N 5.100 4.661 6.048
C 4.068 5.291 5.490
C 2.817 4.723 5.314
H 2.349 0.352 4.228
H 2.469 -0.271 1.839
H 0.122 2.919 0.743
H -0.059 3.699 3.074
H 3.561 1.739 6.684
H 5.727 2.909 6.917
H 4.248 6.308 5.165
H 2.016 5.290 4.860
C 3.162 2.356 -6.360
C 2.604 1.862 -5.058
C 3.243 2.147 -3.849
C 2.624 1.672 -2.720
N 1.493 0.979 -2.762
C 0.930 0.733 -3.978
S -0.560 -0.201 -4.065
N 1.481 1.173 -5.125
H 4.215 2.622 -6.275
H 2.611 3.242 -6.679
H 3.036 1.598 -7.131
H 4.165 2.705 -3.808
H 3.042 1.848 -1.734
*
```

Summary:
**Gap between HOMO and LUMO**: 7.11 eV
**Electronic energy**: -205318.11937 eV
**Energy relative to the best compared isomer or geometry (same formula, charge and spin)**: 94.8 kJ/mol

The net atomic charges from Mulliken, expressed in e, are: Ba 0.9825; C -1.1331; C 1.0332; N -0.8559; N 0.2237; C 0.1900; S -0.2816; N 0.4535; N -0.6120; H 0.3592; H 0.2375; H 0.2945; H 0.1736; H 0.2983; H 0.0086; C -1.1626; Se 0.2238; C -0.5874; C -0.9555; Se 0.1074; C -0.6813; H 0.4059; H 0.2928; H 0.3965; H 0.4336; H 0.2671; H 0.3624; H 0.4849; H 0.3926; H -0.0407; H 0.2940; C -1.1705; C 1.3988; O -0.7026; O -1.2499; H 0.3222; H 0.3389; H 0.2791; S -0.1523; C 0.1592; C -0.3375; C -0.5917; N -0.1487; C -0.3763; C -0.3835; C 0.2864; C -0.1316; C -0.3429; N -0.5697; C -0.3550; C -0.2289; H 0.4224; H 0.4314; H 0.3864; H 0.4718; H 0.3896; H 0.3520; H 0.3533; H 0.3589; C -1.1918; C 0.9820; C -0.9654; C -0.3587; N -0.1114; C 0.2488; S -0.6059; N -0.5904; H 0.3502; H 0.2554; H 0.3411; H 0.3359; H 0.4953